No. 1
Molecular formula: C45H85NO10
Method: DFT, ωB97M-V/def2-TZVPD

Last column: Mulliken charge in e.
CARTESIAN COORDINATES (ANGSTROEM)
C 2.49845 -0.33804 -4.79133  -0.36
C 3.26712 -0.03435 -6.06002  -0.41
C 4.73537 0.01356 -5.60830  -0.41
O 4.72183 -0.24987 -4.22843  -0.41
C 3.50781 -0.87612 -3.84856  -0.37
H 1.56364 -0.89156 -4.88004  0.42
H 2.08321 0.59333 -4.40636  0.00
H 2.98604 0.91520 -6.51548  0.22
H 3.15436 -0.84245 -6.78275  0.26
H 5.16801 0.99150 -5.81948  0.27
H 5.32186 -0.78466 -6.06325  0.26
H 3.29746 -0.57190 -2.82323  0.29
H 3.59614 -1.96162 -3.89285  0.25
C -0.80720 -5.29926 6.89116  -0.60
C 0.62371 -5.38178 6.48483  -0.34
C 1.03315 -3.97477 6.82854  -0.55
O -0.06318 -3.16365 6.38664  -0.37
C -1.26907 -3.87610 6.62588  -0.36
H -0.92801 -5.51008 7.95372  0.26
H -1.37940 -6.05525 6.35342  0.32
H 0.83884 -5.48296 5.42107  0.20
H 1.27383 -6.02294 7.08012  0.31
H 1.98581 -3.75683 6.34579  0.31
H 1.21212 -3.73364 7.87637  0.29
H -1.91538 -3.86188 5.74827  0.29
H -1.77452 -3.52989 7.52741  0.26
C -6.49054 0.69742 -6.32428  -0.49
C -6.22979 -0.52167 -5.52353  -0.55
C -5.11324 -0.13871 -4.59045  -0.41
O -5.12311 1.27675 -4.47788  -0.32
C -6.19165 1.76854 -5.24210  -0.47
H -7.48824 0.81148 -6.74818  0.32
H -5.77651 0.92082 -7.11698  0.26
H -6.03307 -1.43297 -6.08828  0.35
H -7.05448 -0.73340 -4.84297  0.24
H -4.21514 -0.45770 -5.11936  0.25
H -5.15337 -0.75921 -3.69521  0.29
H -5.93453 2.72055 -5.70649  0.26
H -7.01013 1.96997 -4.55100  0.28
C 5.34986 -0.41176 2.08699  -0.49
C 6.71859 -0.13194 1.54382  -0.56
C 7.54274 -1.36296 1.84359  -0.36
O 6.77511 -1.96730 2.92026  -0.43
C 5.67608 -1.21421 3.34814  -0.35
H 4.76293 -1.00219 1.38343  0.18
H 4.76012 0.48305 2.28602  0.35
H 7.12197 0.76788 2.00826  0.28
H 6.70595 -0.03651 0.45808  0.30
H 8.52955 -1.01253 2.14606  0.24
H 7.65736 -1.96583 0.94274  0.30
H 5.82815 -0.49157 4.14988  0.28
H 4.85978 -1.88103 3.62580  0.25
C 1.56686 1.94306 6.94835  -0.40
C 1.41973 2.90456 5.75320  -0.47
C 0.28942 3.80085 6.15652  -0.38
O -0.36152 3.14146 7.20317  -0.43
C 0.16635 1.82494 7.42958  -0.36
H 2.15897 2.40430 7.73878  0.26
H 2.00887 1.02172 6.56902  0.29
H 1.19368 2.43514 4.79578  0.19
H 2.31552 3.47069 5.49794  0.31
H -0.40360 3.95706 5.32981  0.23
H 0.65491 4.75334 6.54027  0.27
H -0.39945 1.04073 6.92660  0.20
H 0.06970 1.53394 8.47556  0.29
C -4.64698 -5.19874 1.49149  -0.35
C -4.25315 -5.77133 0.10652  -0.40
C -5.22074 -6.92893 -0.13104  -0.43
O -5.49511 -7.35495 1.19381  -0.40
C -5.61010 -6.24195 2.08861  -0.39
H -5.09047 -4.22052 1.30571  0.30
H -3.77121 -5.09638 2.13231  0.14
H -3.25335 -6.20550 0.10521  0.12
H -4.25815 -4.99828 -0.66190  0.32
H -4.77220 -7.79082 -0.62508  0.30
H -6.03509 -6.66704 -0.80656  0.25
H -5.28526 -6.48230 3.10094  0.30
H -6.61596 -5.82515 2.13981  0.24
C -4.28409 7.25877 -0.71172  -0.54
C -4.17902 7.91040 0.66879  -0.57
C -3.99012 6.71348 1.61489  -0.34
O -4.61176 5.62389 0.96303  -0.41
C -4.94588 5.92162 -0.38901  -0.38
H -3.26603 7.14468 -1.08405  0.22
H -4.81151 7.87708 -1.43809  0.35
H -5.05704 8.52001 0.88224  0.28
H -3.33025 8.58562 0.77728  0.32
H -4.44504 7.00565 2.56135  0.25
H -2.94983 6.44395 1.79726  0.27
H -6.02341 6.08546 -0.40354  0.27
H -4.66934 5.24670 -1.19901  0.28
C 0.40751 4.50321 -6.04967  -0.38
C -1.01225 4.01426 -6.02884  -0.58
C -1.85420 5.11481 -6.70248  -0.32
O -0.94396 6.17100 -6.87741  -0.46
C 0.24860 6.01639 -6.05839  -0.43
H 0.84620 4.22142 -7.00687  0.20
H 1.05424 4.07952 -5.28135  0.35
H -1.27991 3.70800 -5.01757  0.27
H -1.25588 3.09781 -6.56631  0.28
H -2.62543 5.44603 -6.00708  0.19
H -2.26086 4.91758 -7.69437  0.31
H 0.04600 6.50911 -5.10745  0.24
H 1.16592 6.48004 -6.42124  0.31
C 3.80639 3.94461 -0.56821  -0.43
C 2.33097 3.73663 -0.42325  -0.40
C 1.67365 5.06336 -0.71527  -0.30
O 2.77392 5.97945 -0.97161  -0.44
C 3.95276 5.23101 -1.40074  -0.42
H 4.34733 3.14014 -1.06652  0.31
H 4.22678 4.10550 0.42451  0.21
H 1.97790 3.32599 0.52271  0.27
H 2.04456 2.98184 -1.15561  0.17
H 1.03109 5.28832 0.13598  0.28
H 1.05290 4.95306 -1.60443  0.16
H 4.91930 5.72512 -1.30192  0.36
H 3.98678 4.94654 -2.45241  0.23
C 3.11645 -7.47694 -0.88390  -0.54
C 4.22895 -7.16681 0.14611  -0.58
C 3.49504 -6.30973 1.24547  -0.34
O 2.11361 -6.48184 0.97898  -0.40
C 1.81422 -7.47246 -0.09338  -0.34
H 3.33347 -8.46972 -1.27810  0.32
H 3.16173 -6.79594 -1.73377  0.29
H 5.12572 -6.62016 -0.14558  0.34
H 4.52255 -8.09895 0.62880  0.25
H 3.72124 -5.25371 1.09804  0.24
H 3.76299 -6.66669 2.23991  0.25
H 0.99066 -7.12258 -0.71582  0.24
H 1.57840 -8.45812 0.30782  0.26
N -1.02354 -1.23962 -0.84296  -0.48
C -0.41776 -1.98866 0.15672  -0.47
C -0.29572 -1.58436 1.51741  -0.51
C -0.92623 -0.38018 1.88835  -0.22
C -1.54613 0.37661 0.88841  -0.45
C -1.60231 -0.10226 -0.43645  -0.36
H -0.00559 -2.94143 -0.14120  0.56
H 0.17743 -2.18790 2.27783  0.50
H -0.90439 -0.04319 2.91420  0.54
H -1.98817 1.30844 1.20889  0.43
H -2.10766 0.47930 -1.19331  0.47

Calculated values
SMILES: c1ccncc1.C1CCOC1.C1CCOC1.C1CCOC1.C1CCOC1.C1CCOC1.C1CCOC1.C1CCOC1.C1CCOC1.C1CCOC1.C1CCOC1
calculated total energy: -2572.460770 Ha
relative energy (zero: lowest compared OMol25 entry of this formula, charge and spin): 243.5 kJ/mol
M: 800.17 u
HOMO level: -9.48 eV
2S+1: 1



No. 2
Molecular formula: C6H8LiO6Pd
Method: DFT, ωB97M-V/def2-TZVPD

Last column: Mulliken charge in e.
CARTESIAN COORDINATES (ANGSTROEM)
O -1.43494 0.08436 0.70836  -0.44
C -2.04995 -0.79889 -0.11489  0.70
C -2.13698 1.35948 0.69394  -0.29
O -1.76390 -1.96859 -0.14447  -0.67
O -3.06008 -0.24298 -0.72189  -0.29
C -3.09709 1.17894 -0.47979  -0.33
H -1.39772 2.15045 0.53773  0.32
H -2.63640 1.46928 1.66112  0.29
H -2.75478 1.68203 -1.39034  0.30
H -4.12543 1.46297 -0.24354  0.31
Pd 0.45254 -0.07828 1.25559  1.26
O 1.17649 1.54398 0.67558  -0.57
O 2.34688 0.80445 -1.04545  -0.17
C 3.03529 -0.17752 -0.24401  -0.76
C 2.36316 -1.54233 -0.20812  -0.05
O 1.17661 -1.60034 0.53795  -0.96
C 1.46844 1.70925 -0.55155  -0.03
H 4.01803 -0.29089 -0.71876  0.37
H 3.19542 0.20785 0.77469  0.44
H 3.10632 -2.24807 0.20540  0.33
H 2.18410 -1.85594 -1.25333  0.30
Li -0.06603 -2.84923 0.06578  0.93

Calculated values
calculated total energy: -819.924891 Ha
relative energy (zero: lowest compared OMol25 entry of this formula, charge and spin): 71.9 kJ/mol
M: 289.48 u
HOMO level (spin up / spin down): -11.98 / -11.44 eV
total charge: +1
2S+1: 3



No. 3
Molecular formula: CH2Cl2NO2S
Method: DFT, ωB97M-V/def2-TZVPD

Last column: Mulliken charge in e.
CARTESIAN COORDINATES (ANGSTROEM)
C 3.77043 -0.13058 -0.45549  0.15
N 1.09087 -0.80116 1.14651  -0.62
O -0.22182 -1.63629 -0.97233  -0.52
O 3.03367 -1.02035 -0.86757  -0.49
S 0.93903 -2.01932 -0.11938  0.41
Cl 4.61296 -0.18737 1.12312  -0.24
Cl 3.31381 1.67155 -0.77130  -0.30
H 1.79125 -0.19603 0.76074  0.31
H 1.64715 -1.33781 1.80120  0.30

Calculated values
calculated total energy: -1563.100702 Ha
relative energy (zero: lowest compared OMol25 entry of this formula, charge and spin): 144.6 kJ/mol
M: 163.01 u
HOMO level (spin up / spin down): -2.30 / -4.01 eV
total charge: -1
2S+1: 1



No. 4
Molecular formula: C23H33N3O3S
Method: DFT, ωB97M-V/def2-TZVPD

Last column: Mulliken charge in e.
CARTESIAN COORDINATES (ANGSTROEM)
C 3.04278 -0.97247 0.76323  -0.74
C 1.54247 -1.70455 0.66615  0.40
C 1.30034 -3.31717 0.87596  -0.57
C -0.26867 -3.86409 0.74946  -0.39
C -1.54966 -2.83674 0.44688  -0.33
C -1.31357 -1.19280 0.25735  0.11
C 0.27862 -0.69856 0.37584  0.26
S 0.52270 1.18691 0.18364  -0.14
C -0.99105 1.87950 1.12203  0.34
C -0.87797 3.20533 2.08066  -0.48
C -2.21238 3.74390 2.91540  -0.44
C -3.62431 2.86630 2.73527  0.11
C -4.90419 3.42704 3.63565  -0.20
O -4.40214 3.72937 5.01630  -0.18
N -4.16015 2.52930 5.63298  0.15
O -2.96293 2.42801 5.89632  -0.27
C -3.71740 1.55230 1.74091  0.38
C -5.11077 0.69256 1.51705  -0.95
C -5.21498 -0.55529 2.58012  0.29
O -5.04505 -1.89132 1.98611  -0.56
C -6.70422 -0.50569 3.28065  -0.60
N -7.86243 -0.60102 2.31110  -0.63
C -2.39340 0.99749 0.89123  -0.53
N -2.42434 -0.20568 -0.02583  -0.19
H 3.25718 -0.55364 -0.31643  0.03
H 3.87287 -1.68343 1.18141  0.34
H 2.85870 -0.01808 1.45607  0.27
H 2.18668 -4.06559 1.11156  0.27
H -0.49748 -5.02897 0.87289  0.26
H -2.62047 -3.31919 0.35104  0.18
H 0.16487 3.77682 2.18459  0.26
H -2.17269 4.70982 3.61137  0.26
H -5.75540 2.63593 3.77941  0.14
H -5.26579 4.42285 3.09494  0.31
H -5.13744 0.29743 0.40915  0.38
H -6.00690 1.44238 1.65538  0.39
H -4.38081 -0.39763 3.41759  0.24
H -4.91199 -1.84758 0.98590  0.33
H -6.72387 0.47967 3.95186  0.21
H -6.78392 -1.42614 4.01315  0.33
H -7.85005 0.16041 1.59642  0.27
H -7.72648 -1.53654 1.82850  0.28
H -2.20583 0.16452 -0.99932  0.38
C 6.87217 -1.66754 -5.85504  -1.18
C 6.99678 -0.36549 -5.07916  -0.36
C 6.78852 -0.53584 -3.57275  -0.77
C 5.40072 -1.03712 -3.15485  -0.46
C 4.22476 -0.17392 -3.61895  -0.48
C 4.24918 1.23485 -3.04774  -1.15
H 5.86850 -2.09435 -5.76960  0.28
H 7.06832 -1.49265 -6.91744  0.37
H 7.59487 -2.40653 -5.49488  0.29
H 6.29620 0.37245 -5.48357  0.23
H 8.00166 0.04234 -5.24559  0.36
H 6.99467 0.42110 -3.07960  0.30
H 7.53863 -1.23880 -3.18754  0.39
H 5.37599 -1.11066 -2.06001  0.21
H 5.25495 -2.05744 -3.52667  0.35
H 3.29371 -0.66026 -3.30323  0.34
H 4.18998 -0.12822 -4.71261  0.36
H 4.24268 1.21241 -1.95366  0.23
H 3.36650 1.79087 -3.38003  0.36
H 5.13267 1.78913 -3.37703  0.33

Calculated values
SMILES: Cc1cccc2c1Sc1ccc(CON=O)c(C[C@H](O)CN)c1N2.CCCCCC
calculated total energy: -1683.586078 Ha
relative energy (zero: lowest compared OMol25 entry of this formula, charge and spin): 2360.7 kJ/mol
M: 431.60 u
HOMO level: -8.13 eV
2S+1: 1